DFT (ωB97M-V/def2-TZVPD) results for a molecular structure, C23H21Co2N2O6.

Last column: natural (NBO) charge in e.
CARTESIAN COORDINATES (ANGSTROEM)
O1 1.823 -2.576 0.433  -0.582
C1 1.052 -1.910 -0.122  0.531
Co1 -0.131 -0.742 -0.797  -0.002
C2 -1.658 -1.593 -0.558  0.493
O2 -2.572 -2.234 -0.213  -0.596
C3 0.251 0.624 0.322  0.386
O3 1.049 1.385 0.767  -0.628
C4 0.976 -0.353 -2.438  -0.378
C5 2.457 -0.341 -2.472  0.038
C6 3.125 0.692 -1.788  -0.216
C7 4.511 0.680 -1.688  -0.220
C8 5.252 -0.271 -2.411  -0.256
C9 4.596 -1.224 -3.211  -0.222
C10 3.198 -1.232 -3.287  -0.241
C11 0.071 -1.050 -3.307  -0.083
C12 -0.199 -2.314 -3.650  -0.568
Co2 -0.527 0.576 -2.870  -0.121
C13 -0.521 2.285 -2.249  0.586
O4 -0.624 3.399 -1.957  -0.547
C14 -2.248 0.141 -3.087  0.536
O5 -3.321 -0.241 -3.353  -0.548
C15 -0.603 0.950 -4.581  0.597
O6 -0.774 1.059 -5.716  -0.523
H1 2.532 1.482 -1.321  0.222
H2 4.991 1.394 -1.013  0.201
H3 6.349 -0.215 -2.394  0.196
H4 5.164 -1.995 -3.742  0.199
H5 2.678 -1.940 -3.941  0.215
H6 -0.962 -2.617 -4.373  0.186
H7 0.560 -3.056 -3.405  0.187
C16 -0.838 -1.795 2.831  -0.615
C17 -0.876 -0.486 3.595  0.138
C18 -1.784 -0.608 4.828  -0.609
C19 0.441 0.051 4.174  -0.616
N1 -1.425 0.572 2.707  -0.409
C20 -1.474 0.639 1.348  0.237
N2 -2.243 1.761 1.103  -0.396
C21 -2.998 2.241 -0.039  -0.398
C22 -2.459 2.476 2.284  -0.088
C23 -1.958 1.725 3.294  -0.102
H8 -0.262 -1.732 1.905  0.251
H9 -0.401 -2.570 3.475  0.204
H10 -1.874 -2.060 2.596  0.225
H11 -1.770 0.304 5.453  0.196
H12 -2.833 -0.793 4.556  0.217
H13 -1.424 -1.438 5.463  0.217
H14 0.225 0.889 4.864  0.196
H15 0.963 -0.718 4.765  0.208
H16 1.138 0.430 3.415  0.239
H17 -3.043 1.465 -0.792  0.236
H18 -4.014 2.478 0.329  0.193
H19 -2.563 3.151 -0.482  0.210
H20 -3.028 3.393 2.383  0.212
H21 -1.995 1.863 4.371  0.214

LUMO level: 2.615 eV
energy relative to the best compared isomer or geometry (same formula, charge and spin): 48.6 kcal/mol
molar mass: 539.3 g mol⁻¹
highest occupied orbital energy: -2.51 eV
total charge: -1